This record from OMol25 describes a cluster of 7 separate species, C23H44N8O24S in total in a non-equilibrium geometry. The level of theory is ωB97M-V with the def2-TZVPD basis set.

Results
Gap between HOMO and LUMO (eV): 9.1
Multiplicity: 1
Structure (SMILES): CCOCCOCCOC[C@]1(N=C=O)OS(=O)(=O)O[C@@]1(CC(=O)OC(C)=O)N(C)C(C)=O.C[N+](=O)[O-].C[N+](=O)[O-].C[N+](=O)[O-].C[N+](=O)[O-].C[N+](=O)[O-].C[N+](=O)[O-]
E_tot (eV): -96440.4839
LUMO energy (eV): -0.09
HOMO (eV): -9.2

CARTESIAN COORDINATES (ANGSTROEM)
C 2.69 -0.90 0.40
C 2.57 0.32 -0.53
O 2.65 -0.10 -1.88
C 1.69 0.51 -2.73
C 0.33 -0.13 -2.66
O 0.32 -1.35 -3.39
C -0.59 -2.31 -2.91
C -2.01 -2.13 -3.42
O -2.69 -1.18 -2.62
C -4.10 -1.24 -2.73
C -4.79 -1.27 -1.34
N -5.69 -2.46 -1.38
C -6.73 -2.38 -2.00
O -7.73 -2.30 -2.54
O -5.67 -0.17 -1.08
S -6.08 -0.25 0.51
O -6.03 1.03 1.10
O -7.29 -0.98 0.62
O -4.88 -1.18 0.97
C -3.87 -1.28 -0.14
C -3.02 0.06 0.06
C -3.15 1.22 -0.91
O -2.45 1.46 -1.84
O -4.18 2.10 -0.58
C -3.73 3.37 -0.24
C -3.77 4.40 -1.32
O -3.37 3.60 0.87
N -2.96 -2.36 0.05
C -3.39 -3.69 -0.46
C -2.56 -2.56 1.44
C -1.19 -2.12 1.82
O -3.28 -3.12 2.23
H 3.64 -0.90 0.92
H 2.65 -1.81 -0.21
H 1.88 -0.96 1.12
H 1.62 0.82 -0.32
H 3.39 1.00 -0.34
H 2.07 0.54 -3.75
H 1.56 1.55 -2.41
H -0.38 0.55 -3.13
H 0.07 -0.30 -1.61
H -0.22 -3.27 -3.27
H -0.60 -2.35 -1.82
H -2.50 -3.11 -3.40
H -1.95 -1.77 -4.45
H -4.46 -0.36 -3.28
H -4.35 -2.15 -3.27
H -3.23 0.43 1.06
H -1.97 -0.20 0.04
H -3.90 5.38 -0.87
H -4.59 4.20 -2.01
H -2.84 4.36 -1.89
H -3.63 -3.67 -1.51
H -2.60 -4.40 -0.25
H -4.28 -4.04 0.07
H -0.93 -2.51 2.79
H -1.06 -1.04 1.74
H -0.51 -2.55 1.08
C 7.21 1.20 -0.81
N 6.08 2.14 -0.93
O 5.21 2.10 -0.08
O 6.09 2.90 -1.87
H 7.07 0.58 0.07
H 7.22 0.59 -1.71
H 8.12 1.79 -0.73
C -5.08 2.44 3.70
N -4.30 2.15 4.94
O -4.92 1.92 5.96
O -3.09 2.17 4.84
H -6.14 2.39 3.94
H -4.80 3.44 3.37
H -4.81 1.70 2.96
C 9.78 4.83 -2.80
N 9.93 3.81 -1.72
O 9.62 4.13 -0.59
O 10.35 2.72 -2.05
H 9.40 5.74 -2.35
H 10.76 4.98 -3.23
H 9.09 4.42 -3.53
C -1.53 -4.03 5.98
N -0.21 -4.26 5.31
O -0.09 -3.84 4.18
O 0.64 -4.83 5.94
H -2.18 -3.51 5.29
H -1.93 -5.01 6.24
H -1.34 -3.44 6.87
C 2.77 -2.21 7.20
N 1.53 -1.48 6.84
O 0.57 -1.59 7.57
O 1.56 -0.82 5.82
H 2.59 -2.75 8.12
H 3.00 -2.88 6.39
H 3.56 -1.48 7.33
C 4.80 3.01 -5.81
N 3.72 1.98 -5.88
O 3.96 0.94 -6.45
O 2.67 2.27 -5.35
H 5.67 2.61 -6.33
H 4.43 3.90 -6.30
H 5.01 3.19 -4.76